Entry 1:
87
Properties=species:S:1:pos:R:3:forces:R:3:mulliken_charge:R:1 method="wB97M-V/def2-TZVPD" multiplicity=2 energy_ha=-2108.53259 s_squared=0.75 homo_energy_ev="-8.58 / -8.72"
C 2.38655 -1.49136 4.11500 0.8946 -0.4735 -1.2771 -1.494
C 1.99831 -0.45904 3.09017 0.5429 0.2849 -0.8208 0.778
C 2.82695 0.80587 3.08879 -0.7037 0.1775 0.8354 -1.261
N 1.06414 -0.68209 2.24335 -1.1509 -0.8127 2.4818 -0.001
C -0.13126 0.10264 2.16428 0.2190 0.4988 -1.7476 1.756
O 0.18714 1.49557 1.93249 0.4472 -0.0328 0.2212 -0.712
C -0.95262 -0.35163 0.93653 0.3868 0.4174 0.6072 -1.200
C -1.85301 -1.56337 1.12574 -0.2928 -0.7837 -1.1462 1.997
C -1.03185 -2.84826 1.04726 0.2022 0.0380 0.0180 -1.465
C -2.81836 -1.62764 -0.07178 0.1796 -0.2525 0.2194 -1.795
N -2.67520 -1.42227 2.35314 0.7459 1.3676 -0.1600 0.589
O -3.63120 -0.57882 2.18380 -0.3252 -0.2725 -0.0075 -0.627
C -1.92753 -1.15730 3.61141 -0.3076 -0.4199 1.2326 2.073
C -1.23614 -2.41507 4.15875 0.0333 0.0788 -0.1700 -1.681
C -2.97123 -0.75446 4.67222 0.0499 0.1293 -0.1152 -1.821
C -0.95997 0.02387 3.45254 -0.1608 -0.1098 -0.1313 -1.902
H 2.14517 -2.48370 3.74193 -0.3283 -0.0848 0.1909 0.334
H 3.46302 -1.47269 4.27470 0.0366 0.0503 0.3736 0.583
H 1.85862 -1.28128 5.04212 -0.0858 0.0495 0.0971 0.212
H 3.13998 1.02526 2.07566 0.0419 0.1171 -0.0773 0.290
H 2.19967 1.62374 3.44915 0.0095 0.1950 -0.2184 0.241
H 3.67048 0.73200 3.76768 0.2018 -0.0563 -0.0899 0.458
H -0.64403 1.96750 1.84347 -0.0995 0.2223 -0.0439 0.374
H -1.53850 0.50097 0.59407 -0.2479 0.0072 0.1062 0.010
H -0.21729 -0.54703 0.16096 -0.0636 -0.0857 -0.2055 -0.508
H -0.44930 -2.75335 0.13369 0.0979 -0.1418 -0.0752 0.239
H -1.65311 -3.73333 0.92699 -0.1472 -0.0455 0.2510 0.405
H -0.31332 -2.97052 1.84613 -0.0267 -0.0843 0.0870 0.161
H -3.22443 -0.65676 -0.32542 -0.1409 0.0615 -0.0351 0.327
H -3.62720 -2.32080 0.14761 -0.1509 0.0413 0.0378 0.467
H -2.27285 -2.04263 -0.91666 0.0460 0.1618 -0.1809 0.447
H -1.11628 -2.30003 5.23259 0.1055 0.0429 0.0987 0.448
H -0.24995 -2.56921 3.73713 0.0197 -0.1241 -0.1107 0.086
H -1.86404 -3.29003 4.00748 0.0261 -0.1194 -0.1317 0.345
H -3.85179 -1.38514 4.59522 -0.0738 -0.0850 0.0559 0.450
H -2.54966 -0.85315 5.66882 0.1039 -0.0620 0.0684 0.430
H -3.27955 0.27993 4.55898 -0.1891 0.0212 -0.1314 0.330
H -0.32587 0.05040 4.33824 0.1802 0.0556 -0.0092 0.255
H -1.56588 0.92905 3.49048 -0.0634 0.0961 -0.1265 0.375
C 2.23477 -2.48779 -0.74511 0.0260 0.0496 -0.0020 0.019
C 1.56612 -1.97924 -1.85471 0.0254 -0.0242 0.0336 -0.478
C 1.60997 -2.65115 -3.06381 -0.0587 0.0955 0.0421 -0.934
C 2.33315 -3.83228 -3.17419 0.0659 -0.0699 0.0275 0.373
C 3.02239 -4.33220 -2.06718 -0.0195 -0.0149 -0.0937 0.145
C 2.96280 -3.66010 -0.85284 -0.0369 0.0793 0.0773 -0.774
C 3.83884 -5.57504 -2.16854 0.0539 -0.0509 0.0981 0.479
O 4.43224 -6.01419 -1.20624 0.0028 0.0033 -0.0020 -0.662
C 3.90954 -6.25939 -3.49123 -0.0538 0.0775 -0.0335 0.158
C 4.70430 -7.39070 -3.62544 0.0499 -0.0970 -0.0438 -0.578
C 4.77248 -8.04623 -4.84224 -0.0252 0.0130 -0.0290 -0.460
C 4.04123 -7.57938 -5.92946 0.0167 -0.0101 0.0316 -0.482
C 3.25109 -6.45028 -5.80277 0.0381 -0.0786 -0.0855 -0.567
C 3.18778 -5.78187 -4.58696 0.0216 0.0211 0.0989 0.197
C 2.35369 -4.55056 -4.47955 -0.0714 0.0395 -0.0928 0.590
O 1.71473 -4.14517 -5.42702 0.0062 0.0039 -0.0044 -0.662
H 2.18623 -1.96577 0.20310 -0.0484 0.0062 0.0006 0.463
H 1.00828 -1.05498 -1.77399 0.0007 0.0129 -0.0025 0.465
H 1.08819 -2.26524 -3.92840 0.0105 -0.0663 -0.0527 0.480
H 3.49003 -4.06133 0.00146 0.0441 -0.0619 -0.0385 0.492
H 5.26633 -7.74867 -2.77431 -0.0345 0.0523 0.0621 0.471
H 5.39532 -8.92470 -4.94608 0.0011 -0.0109 -0.0030 0.401
H 4.09154 -8.09721 -6.87801 0.0040 -0.0064 -0.0075 0.395
H 2.68223 -6.07794 -6.64311 -0.0298 0.0730 0.0345 0.476
C -1.11683 8.02542 -4.22968 -0.0097 0.0309 0.0183 -0.479
C -1.44371 9.17878 -3.52435 0.0119 -0.0346 -0.0142 -0.466
C -1.85888 9.09411 -2.20694 0.0236 0.0800 -0.0768 -0.552
C -1.95853 7.85342 -1.59032 -0.0022 -0.1054 0.0038 0.213
C -1.64873 6.69402 -2.30481 -0.0369 0.0354 0.0938 0.171
C -1.21931 6.78613 -3.62242 0.0252 0.0459 -0.1067 -0.563
C -1.78652 5.34776 -1.68034 0.0356 -0.0957 -0.0672 0.562
O -1.51218 4.34031 -2.29628 -0.0049 -0.0040 0.0001 -0.665
C -2.27912 5.27737 -0.27504 -0.0033 0.1160 0.0035 0.252
C -2.46591 4.03396 0.31405 -0.0107 -0.1921 0.0968 -0.996
C -2.91152 3.94608 1.62092 0.0230 -0.0071 0.0523 -0.202
C -3.16532 5.10234 2.35192 0.0193 -0.0183 -0.0101 -0.746
C -2.98568 6.34439 1.76927 -0.0403 -0.0540 0.0912 -0.596
C -2.54985 6.43713 0.45296 0.0256 -0.0345 -0.0830 0.201
C -2.39112 7.78485 -0.16545 -0.0168 0.1042 0.0615 0.609
O -2.61085 8.79312 0.47085 -0.0076 -0.0005 -0.0001 -0.658
H -0.78525 8.09525 -5.25708 0.0011 0.0040 -0.0094 0.397
H -1.37234 10.14543 -4.00482 0.0091 0.0075 -0.0055 0.399
H -2.10980 9.98556 -1.64949 -0.0083 -0.0347 0.0787 0.472
H -0.97174 5.88412 -4.16417 -0.0273 -0.0576 0.0563 0.475
H -2.26658 3.13625 -0.25601 0.0392 0.0611 -0.1051 0.615
H -3.06442 2.97337 2.07450 -0.0499 -0.0043 -0.0067 0.646
H -3.50796 5.03184 3.37566 -0.0065 -0.0049 0.0066 0.425
H -3.18459 7.24870 2.32695 0.0096 0.0585 -0.0641 0.484


Entry 2:
92
Properties=species:S:1:pos:R:3:forces:R:3:mulliken_charge:R:1 method="wB97M-V/def2-TZVPD" multiplicity=7 energy_ha=-8590.90123 s_squared=12.13 homo_energy_ev="-5.72 / -5.65"
Eu -0.01406 -0.86835 -1.13340 1.4418 -0.4822 -2.0154 0.341
Br 3.66174 -4.15245 -0.11500 0.0753 -0.1031 -0.1874 -0.180
C 2.97734 -3.92055 -1.86850 -0.4034 0.7060 0.6375 -0.285
C 3.33354 -4.79185 -2.88540 -0.1946 -0.1457 -0.7343 -0.486
C 2.81054 -4.60905 -4.14500 0.4622 -0.4893 0.1467 -0.075
Br 3.33394 -5.83065 -5.51800 -0.0771 0.1537 0.1396 -0.254
C 1.91474 -3.56225 -4.42880 -0.0994 0.1370 0.1497 1.131
C 1.34804 -3.30955 -5.69400 -0.2237 0.3525 0.0399 -0.726
C 0.47244 -2.26305 -5.83660 0.2346 -0.3555 -0.0945 -1.178
C 0.15424 -1.47655 -4.72610 0.0823 0.1857 0.5481 -0.194
N 0.67144 -1.66615 -3.52530 -0.0111 -0.0228 -0.7122 0.034
C 1.54824 -2.68845 -3.36620 0.3171 -0.2940 -0.0636 0.371
C 2.09924 -2.84525 -2.04560 0.8008 -0.9622 -0.4578 -0.219
O 1.79124 -2.03215 -1.10110 1.0844 -0.4472 0.1715 -0.215
H 4.00704 -5.61355 -2.68670 0.0135 0.0301 -0.0030 0.463
H 1.61084 -3.92855 -6.53970 0.0118 -0.0549 0.0200 0.343
H 0.02604 -2.04385 -6.79390 -0.0484 0.0367 -0.0624 0.425
H -0.54736 -0.65675 -4.82590 -0.0085 -0.0026 0.0328 0.436
O -1.61296 -0.32005 -0.11250 -3.6989 0.5713 1.8499 -0.570
C -1.06706 0.83095 0.28940 1.5541 0.9534 0.5403 1.043
C -1.52466 2.18405 0.13360 -0.0187 0.2878 0.2056 -0.694
C -2.66606 2.78175 -0.37810 0.1858 -0.4074 0.0843 0.297
C -2.82186 4.14485 -0.15990 -0.0768 0.3244 0.1157 -1.105
C -1.87616 4.86735 0.54310 -0.1353 0.3085 -0.0230 -1.086
C -0.71986 4.25165 1.04610 0.0951 -0.1801 -0.0288 -0.085
C -0.53096 2.91035 0.83470 -0.4175 -0.2495 -0.4983 -1.280
P 0.40994 1.21075 1.27670 -0.6478 -0.3651 0.5984 3.023
C 0.23234 1.66405 3.04270 -0.0057 0.0796 -0.1939 0.689
C 1.14564 2.50335 3.66260 -0.0524 -0.1813 -0.0641 -0.470
C 0.91974 2.93025 4.95670 0.0716 0.0370 0.1921 -0.774
C -0.21656 2.52385 5.63750 -0.0375 0.0944 0.1149 -0.744
C -1.14886 1.71105 5.01250 -0.0398 -0.0201 0.0623 -0.654
C -0.92706 1.29135 3.71340 0.1055 -0.0362 -0.0756 -0.499
C 2.08914 1.73235 0.63830 -0.2195 -0.1001 -0.0572 0.627
C 3.24704 0.96335 0.78090 -0.1667 0.0935 0.1024 -0.400
C 4.45874 1.39165 0.26700 0.2042 0.0324 0.0090 -0.944
C 4.55324 2.59825 -0.40620 -0.0416 0.0401 -0.0275 -0.704
C 3.41544 3.37395 -0.56160 0.0659 0.0404 -0.0824 -0.870
C 2.20444 2.94425 -0.04970 -0.0937 -0.0573 0.0744 -0.676
H -3.43206 2.20255 -0.87720 -0.0812 -0.0203 -0.0522 0.496
H -3.72366 4.63195 -0.50420 -0.0450 0.1344 -0.0701 0.454
H -2.03556 5.91965 0.73120 -0.0577 0.1026 -0.0118 0.416
H -0.00976 4.83835 1.61610 0.1007 0.0897 0.0406 0.441
H 2.02654 2.81215 3.11860 0.1494 0.1096 0.0185 0.506
H 1.63524 3.57755 5.44080 0.0762 0.0830 0.0753 0.433
H -0.38426 2.85545 6.65120 -0.0108 0.0332 0.1044 0.406
H -2.04376 1.40845 5.54310 -0.0167 0.0136 -0.0263 0.436
H -1.65786 0.68285 3.19520 -0.0528 -0.0807 -0.0158 0.163
H 3.23184 0.03835 1.32750 -0.0630 -0.1406 -0.0103 0.088
H 5.33894 0.77985 0.41100 0.0365 -0.0332 -0.0167 0.487
H 5.50054 2.93875 -0.79940 0.0769 -0.0187 -0.0204 0.395
H 3.45944 4.32565 -1.07550 0.0620 0.0101 -0.0257 0.459
H 1.33224 3.56865 -0.16140 0.0006 0.0061 -0.0613 0.532
O -2.01246 -1.73785 -2.48010 -0.2563 0.1178 -0.0234 -0.530
C -2.98736 -0.70785 -2.58040 -0.3678 0.0978 -0.0510 -0.701
C -2.35076 0.58975 -3.02820 0.2580 -0.2530 0.1824 0.798
C -3.12426 1.53395 -3.68770 0.0927 0.0970 -0.1575 -1.010
C -2.55906 2.74345 -4.05100 0.3113 -0.3038 0.2684 -0.467
C -1.23156 2.97325 -3.70790 -0.3008 0.0514 -0.1547 -0.881
C -0.53246 1.98445 -3.05010 0.1446 -0.2240 0.1351 -0.545
N -1.05996 0.79985 -2.71640 -0.7161 0.3649 -0.5360 0.855
H -2.36536 -2.44825 -1.91090 0.1791 0.1306 0.0516 0.269
H -3.45786 -0.51975 -1.60130 0.1425 -0.1050 -0.2133 0.062
H -3.77316 -1.00525 -3.29120 0.1852 0.1277 0.0976 0.608
H -4.15436 1.31115 -3.92060 -0.1004 -0.0435 -0.0259 0.481
H -3.13416 3.48375 -4.58210 -0.0737 0.1288 -0.0329 0.444
H -0.75626 3.90745 -3.94920 0.1447 0.1334 -0.0099 0.447
H 0.50574 2.13325 -2.76920 -0.0259 0.0433 0.0157 0.513
C 2.44904 -0.90255 3.58460 -0.3262 0.0766 0.0280 -1.885
C 1.10164 -1.30085 2.99400 0.0115 -0.0689 -0.1432 1.198
C 1.00744 -2.82485 2.89080 -0.0860 0.2019 0.2002 -1.053
C 0.82684 -0.69715 1.60560 -0.2140 0.3446 -0.4319 0.798
H 2.53614 -1.28465 4.59930 0.0442 -0.0346 0.1405 0.495
H 2.54034 0.17955 3.62120 0.1711 0.1116 0.0403 0.294
H 3.27134 -1.31955 3.00760 0.1409 -0.0452 -0.1440 0.381
H 0.32194 -0.95665 3.68210 0.0510 -0.0108 -0.0558 -0.023
H 1.75224 -3.21275 2.19830 0.0577 -0.0357 -0.1283 0.105
H 0.02564 -3.13095 2.53100 0.0295 -0.0694 -0.0044 0.062
H 1.18014 -3.27965 3.86440 0.0174 -0.1176 0.1480 0.518
H 1.62204 -1.05945 0.93200 -0.1772 -0.0375 0.1730 0.794
H -0.11976 -1.17995 1.27730 0.4331 0.0278 0.3406 -1.864
C -3.75166 -1.31195 2.65010 -0.0166 -0.1687 0.1481 -1.341
N -2.93226 -1.80285 1.56880 0.3745 0.2676 -0.0184 0.233
C -2.44986 -3.02625 1.42720 -0.3614 0.1738 -0.2957 0.523
N -2.79886 -4.00125 2.28210 -0.1034 0.2144 0.2234 -0.333
S -1.45436 -3.42115 0.10580 0.3534 -0.5822 -0.3170 -0.442
H -4.11056 -0.32445 2.36360 -0.0087 -0.0296 0.0985 0.333
H -3.18746 -1.22295 3.58540 -0.0697 -0.0110 -0.0162 0.403
H -4.61806 -1.95715 2.81040 -0.0432 0.0276 0.0352 0.506
H -2.48406 -1.09275 0.93610 -0.2139 -0.3506 0.0565 -0.051
H -3.34066 -3.81115 3.10750 0.0430 -0.0293 0.0172 0.194
H -2.39426 -4.91045 2.15220 0.0131 -0.0147 -0.0222 0.247